a | 22
Properties=species:S:1:pos:R:3:lowdin_charge:R:1 method="wB97M-V/def2-TZVPD" charge=+1 spin_multiplicity=1 lumo_energy_ev=-9.6
C 0.668 1.314 -0.005 -0.16
N 0.494 1.331 1.429 0.14
C -0.754 1.253 -0.626 -0.13
N -1.171 -0.116 -0.946 0.10
C -1.123 -0.410 -2.391 -0.03
H 1.190 2.233 -0.301 0.17
H 1.206 0.433 -0.343 0.09
H 0.484 2.299 1.744 0.12
H 1.317 0.907 1.885 0.09
H -1.513 1.626 0.068 0.15
H -0.988 1.823 -1.543 0.14
H -0.542 -0.775 -0.430 0.09
H -2.848 -1.730 2.769 0.00
H -0.167 -0.159 -2.864 0.13
H -1.335 -1.488 -2.433 0.11
H -1.953 0.032 -2.947 0.11
H 1.850 -1.171 0.782 -0.01
H 1.331 -2.571 -0.444 0.05
O 0.934 -1.745 -0.135 -0.14
H -2.557 -1.615 3.438 0.00
H 3.022 -0.960 1.968 0.07
O 2.455 -0.510 1.326 -0.09

b | 22
Properties=species:S:1:pos:R:3:lowdin_charge:R:1 method="wB97M-V/def2-TZVPD" charge=+1 spin_multiplicity=1 lumo_energy_ev=-2.9
C 0.935 -0.033 -1.202 -0.28
N 1.057 -0.812 -2.407 0.02
C -0.496 0.212 -0.749 -0.12
N -1.037 -0.807 0.241 0.02
C -1.984 -0.093 1.192 0.02
H 1.581 -0.334 -0.363 0.12
H 1.303 0.969 -1.415 0.11
H 0.963 -1.798 -2.223 0.07
H 1.904 -0.670 -2.938 0.08
H -0.536 1.190 -0.280 0.10
H -1.123 0.143 -1.628 0.13
H -0.310 -1.165 0.864 0.11
H -1.512 -1.511 -0.322 0.18
H -1.356 0.556 1.781 0.11
H -2.785 0.341 0.608 0.11
H -2.460 -0.836 1.806 0.09
H 0.431 3.791 -0.767 0.04
H 1.683 3.589 0.179 0.04
O 0.732 3.500 0.095 -0.05
H 0.474 -2.481 2.962 0.06
H 1.634 -1.586 2.407 0.06
O 0.901 -2.164 2.159 -0.04

c | 22
Properties=species:S:1:pos:R:3:lowdin_charge:R:1 method="wB97M-V/def2-TZVPD" charge=+1 spin_multiplicity=1 lumo_energy_ev=-3.2
N -2.275 -0.810 -0.138 0.23
C -0.947 -0.993 0.683 -0.07
C 0.356 -0.466 0.005 -0.26
N 0.062 0.637 -0.820 -0.14
C 0.180 1.885 -0.020 -0.08
H -2.062 -0.083 -0.848 0.16
H -2.689 -1.584 -0.590 0.15
H -2.906 -0.519 0.550 0.13
H -0.941 -0.462 1.619 0.09
H -0.935 -2.041 0.959 0.13
H 1.231 -0.220 0.693 0.11
H 0.968 -1.252 -0.382 0.11
H 0.618 0.742 -1.616 0.02
H -0.142 1.529 0.986 0.08
H -0.473 2.623 -0.595 0.11
H 1.163 2.309 0.191 0.08
H 1.571 0.105 2.507 0.13
H 1.544 -1.201 3.462 -0.01
O 1.020 -0.706 2.918 -0.06
H 1.403 0.892 -3.297 -0.01
H 1.543 -0.580 -3.413 0.09
O 1.710 0.193 -2.853 0.02

Stability, lowest: a

a | 9
Properties=species:S:1:pos:R:3:lowdin_charge:R:1 method="wB97M-V/def2-TZVPD" spin_multiplicity=1 smiles="CC(N)=O" lumo_energy_ev=0.8
C 1.100 0.099 0.012 -0.06
C -0.346 0.494 0.021 -0.69
H 1.284 -0.959 -0.590 0.11
H 1.480 -0.064 1.222 0.15
H 1.626 1.094 -0.567 0.14
H -0.934 -1.464 -0.154 0.09
H -2.212 -0.309 0.001 0.10
N -1.245 -0.524 0.042 0.14
O -0.754 1.634 0.013 0.03

b | 9
Properties=species:S:1:pos:R:3:lowdin_charge:R:1 method="wB97M-V/def2-TZVPD" spin_multiplicity=1 lumo_energy_ev=0.1
C 1.471 0.006 -1.200 -0.03
C -0.692 0.723 -0.466 -0.33
N 0.221 -0.026 -0.873 0.01
O -1.829 0.942 -0.950 0.05
H 2.158 -0.741 -0.883 0.05
H 2.014 0.919 -1.508 0.08
H 0.201 1.673 1.642 -0.02
H 0.457 2.331 2.212 0.02
H -1.986 0.582 -1.935 0.18

Stability, lowest: b

a | 12
Properties=species:S:1:pos:R:3:lowdin_charge:R:1 method="wB97M-V/def2-TZVPD" spin_multiplicity=1 smiles="OCSO.C=O" lumo_energy_ev=0.4
C -1.783 0.050 -0.058 -0.18
C 1.385 -0.252 -0.705 -0.51
O 0.109 2.162 -0.827 -0.44
O -1.907 0.834 -1.018 -0.14
O 1.697 -1.462 -0.047 -0.09
S 0.573 1.058 0.257 0.93
H -2.109 0.287 0.979 0.10
H -1.535 -0.917 -0.423 0.08
H 0.686 -0.751 -1.412 0.10
H 2.372 0.051 -1.213 0.12
H -0.868 1.888 -0.949 -0.01
H 2.472 -1.376 0.437 0.04

b | 12
Properties=species:S:1:pos:R:3:lowdin_charge:R:1 method="wB97M-V/def2-TZVPD" spin_multiplicity=1 smiles=CC(O)(O)SO lumo_energy_ev=0.5
C 0.018 0.640 -1.370 -0.07
C -0.106 0.069 0.024 -1.00
O -1.252 0.581 0.483 -0.01
O 0.985 0.361 0.850 -0.05
O -0.381 -2.103 1.493 -0.49
S -0.189 -1.741 -0.125 0.94
H 0.776 -0.027 -1.997 0.12
H -1.039 0.641 -1.791 0.11
H 0.495 1.670 -1.297 0.10
H -1.387 0.751 1.421 0.13
H 1.529 1.069 0.385 0.13
H 0.552 -1.911 1.923 0.10

Stability, lowest: a